# 1
Density functional theory data (ωB97M-V/def2-TZVPD) for C32H33Br2ClFeN2O9 as an isolated structure at a distorted geometry.

## Properties
Charge: -2
Largest force on an atom: 1.146 eV Å⁻¹
<S²>: 6.0073
Energy relative to the best compared isomer or geometry (same formula, charge and spin): 0.9474 eV
Multiplicity: 5
E_tot: -242128.557 eV

Each line ends with the Löwdin spin population.
Geometry (Å):
Fe (1.683123, 1.462725, 1.426374)  3.742
C (1.936957, 0.647089, 4.849524)  0.000
O (0.920058, 0.836352, 3.865146)  0.005
C (-0.346710, 0.878851, 4.251015)  0.000
C (-0.798076, 0.845685, 5.551514)  0.000
C (-2.176744, 0.871308, 5.774083)  0.000
Br (-2.813127, 0.820938, 7.574231)  0.000
C (-3.084875, 0.924609, 4.753940)  0.000
C (-2.626675, 0.984867, 3.425991)  0.000
C (-1.258990, 0.981992, 3.175369)  0.001
O (-0.704422, 1.065539, 1.984948)  0.015
C (-3.551347, 1.026867, 2.300875)  0.000
N (-3.184057, 1.056055, 1.050823)  0.000
C (-4.346398, 1.069750, 0.302836)  0.000
C (-4.527917, 1.090530, -1.075029)  0.000
C (-5.826663, 1.104389, -1.553075)  0.000
C (-6.929086, 1.093250, -0.685971)  0.000
C (-6.762157, 1.062109, 0.687585)  0.000
C (-5.455951, 1.049932, 1.157888)  0.000
N (-4.914068, 1.025060, 2.427796)  0.000
H (1.720614, -0.251158, 5.439406)  0.000
H (2.012204, 1.525698, 5.491236)  0.000
H (2.856316, 0.527091, 4.289749)  0.000
H (-0.106013, 0.810491, 6.378507)  0.000
H (-4.143725, 0.924401, 4.976894)  0.000
H (-1.377360, 1.091608, 1.274906)  0.000
H (-3.670300, 1.090757, -1.737298)  0.000
H (-5.996668, 1.125112, -2.622342)  0.000
H (-7.931092, 1.109437, -1.095462)  0.000
H (-7.612984, 1.045803, 1.357905)  0.000
H (-5.420766, 0.999738, 3.292440)  0.000
C (1.170542, -5.474274, -2.480387)  0.000
C (1.156400, -4.190373, -3.310900)  0.000
C (-0.075075, -4.231204, -4.229391)  0.000
C (2.428413, -4.165879, -4.171198)  0.000
C (1.100944, -2.939596, -2.429526)  0.004
C (1.028696, -2.986623, -1.048038)  0.000
C (0.969682, -1.815148, -0.308539)  0.005
Br (0.790170, -1.989851, 1.579007)  0.001
C (0.994051, -0.519491, -0.871526)  0.008
O (0.930979, 0.573609, -0.187243)  0.047
C (1.048194, -0.481389, -2.306107)  0.004
C (1.097700, -1.669531, -3.016645)  0.000
C (1.057203, 0.875244, -3.031001)  0.000
C (-0.209270, 1.677473, -2.679955)  0.000
C (2.307270, 1.677222, -2.629563)  0.000
C (1.083198, 0.704151, -4.551559)  0.000
H (1.207334, -6.342264, -3.146065)  0.000
H (0.271842, -5.556947, -1.863491)  0.000
H (2.043980, -5.510131, -1.823793)  0.000
H (-0.075320, -5.141674, -4.842120)  0.000
H (-0.096355, -3.367931, -4.898854)  0.000
H (-0.989080, -4.212846, -3.630217)  0.000
H (2.498833, -5.071512, -4.786686)  0.000
H (3.312121, -4.108543, -3.531273)  0.000
H (2.440047, -3.299230, -4.835729)  0.000
H (1.010855, -3.926668, -0.509808)  0.000
H (1.138297, -1.620378, -4.098654)  0.000
H (-0.237534, 1.904912, -1.616823)  0.000
H (-1.107258, 1.106268, -2.946492)  0.000
H (-0.218596, 2.621740, -3.236102)  0.000
H (2.338539, 1.863253, -1.560873)  0.000
H (2.310689, 2.643445, -3.148402)  0.000
H (3.214958, 1.131127, -2.904238)  0.000
H (0.198060, 0.170035, -4.915363)  0.000
H (1.977517, 0.166820, -4.882088)  0.000
H (1.095633, 1.693905, -5.016972)  0.000
O (0.630555, 5.493475, 2.009847)  0.002
C (1.098841, 4.351706, 1.964376)  0.002
O (0.755358, 3.400788, 1.178032)  0.039
C (2.243509, 3.928485, 2.979584)  0.005
O (2.697824, 4.722855, 3.804407)  0.007
O (2.595032, 2.696825, 2.841364)  0.046
Cl (6.448480, -0.664098, 1.191823)  0.001
C (5.620226, 0.843338, 1.735688)  0.002
C (4.142969, 0.851749, 1.349157)  0.005
O (3.793841, 1.625108, 0.436564)  0.030
O (3.360832, 0.100622, 1.997732)  0.029
H (6.124709, 1.680102, 1.271488)  0.000
H (5.711083, 0.884433, 2.814710)  0.000

Cartesian forces (eV/Å) of the 3 atoms listed first:
Fe 0.3 1.1 -0.1
C -0.1 0.1 -0.1
O 0.4 -0.3 0.2

# 2
Density functional theory data (ωB97M-V/def2-TZVPD) for a 9-piece molecular cluster, H17O9 overall at a distorted geometry.

## Properties
Charge: -1
Largest force on an atom: 1.566 eV Å⁻¹
Energy relative to the best compared isomer or geometry (same formula, charge and spin): 1.3063 eV
Multiplicity: 1
E_tot: -18705.219 eV

Each line ends with the Mulliken charge.
Geometry (Å):
O (-3.244247, 1.392138, -0.742340)  -0.667
H (0.595094, 1.574760, 2.725335)  0.348
H (-1.074048, -1.673095, -2.014312)  0.231
O (0.161015, -3.663039, 0.970353)  -0.693
H (0.386575, -3.071087, 0.181224)  0.386
O (2.732902, -1.270594, 0.767640)  -0.667
H (2.065034, -1.777070, 0.244088)  0.368
H (2.180617, -0.596592, 1.174063)  0.271
O (0.357491, -1.436762, -0.234824)  -0.915
H (0.300623, 2.915060, -0.685034)  0.337
H (-2.017159, -0.736018, 1.220380)  0.231
O (-1.821654, -2.011256, -2.521482)  -0.687
H (-3.248841, 0.484718, -1.085143)  0.321
H (0.010870, -1.198712, -1.090633)  0.138
O (0.992649, 3.083314, -0.039992)  -0.692
H (-0.548817, -0.548044, 0.671517)  0.384
H (0.752023, 2.883672, 0.866897)  0.327
O (0.011257, 2.333410, 2.844914)  -0.703
H (-0.615988, 2.193012, 2.120939)  0.310
H (0.534168, -3.250176, 1.750207)  0.287
O (2.715256, 2.184548, -2.232647)  -0.641
H (2.644146, 1.217198, -2.153378)  0.332
H (2.056187, 2.397664, -1.543763)  0.355
O (-1.440496, -0.031443, 0.915457)  -0.619
H (-2.029269, -2.754096, -1.934764)  0.321
H (-2.455385, 1.358490, -0.174710)  0.338

Cartesian forces (eV/Å) of the 3 atoms listed first:
O 0.2 -0.2 -0.1
H 0.0 -0.1 0.3
H -0.1 0.2 -0.3